# 1
69
Properties=species:S:1:pos:R:3 method="wB97M-V/def2-TZVPD" total_charge=-1 total_energy_ha=-2404.17745
C -2.648 0.632 2.981
C -2.889 2.141 2.769
O -1.808 2.953 3.185
C -0.950 3.338 2.105
C -0.010 2.223 1.711
C 1.022 2.681 0.650
C 0.823 1.972 -0.709
C 1.869 0.880 -1.043
C 1.142 -0.372 -1.601
C 0.295 -1.056 -0.531
C 0.992 -1.183 0.812
C 2.213 -2.107 0.805
S 1.827 -3.854 0.604
O 2.345 -4.527 1.761
O 0.436 -4.091 0.409
O 2.663 -4.370 -0.634
N 0.348 0.130 -2.744
C -0.541 -0.867 -3.382
C -1.988 -0.364 -3.382
C -2.805 -0.740 -2.136
Cl -3.093 0.683 -1.049
C 2.265 -1.327 -2.135
O 3.453 -0.894 -2.168
O 1.951 -2.512 -2.454
H -1.725 0.449 3.522
H -2.523 0.167 2.002
H -3.496 0.138 3.446
H -3.755 2.403 3.378
H -3.181 2.316 1.732
H -0.407 4.220 2.445
H -1.587 3.663 1.277
H -0.597 1.406 1.297
H 0.505 1.882 2.609
H 2.041 2.645 1.030
H 0.804 3.741 0.479
H 0.888 2.738 -1.478
H -0.196 1.601 -0.743
H 2.514 0.631 -0.209
H 2.486 1.262 -1.847
H -0.002 -2.040 -0.883
H -0.631 -0.490 -0.393
H 1.312 -0.227 1.215
H 0.286 -1.596 1.534
H 2.669 -2.063 1.791
H 2.991 -1.783 0.114
H 3.459 -3.826 -0.716
H 1.038 0.386 -3.440
H -0.426 -1.871 -2.979
H -0.254 -0.927 -4.425
H -1.927 0.722 -3.390
H -2.515 -0.623 -4.297
H -3.801 -1.030 -2.443
H -2.323 -1.527 -1.570
C 0.539 -3.202 -6.200
O -0.475 -2.518 -6.239
N 1.426 -3.193 -5.174
N 0.857 -4.058 -7.233
H 2.249 -3.762 -5.163
H 1.260 -2.586 -4.376
H 0.225 -4.094 -8.009
H 1.675 -4.636 -7.240
C -0.948 2.804 7.210
O -1.307 1.676 7.500
N -0.348 3.635 8.128
N -1.106 3.335 5.966
H -0.042 4.565 7.917
H -0.215 3.274 9.053
H -1.537 2.764 5.259
H -0.815 4.261 5.718

# 2
22
Properties=species:S:1:pos:R:3 method="wB97M-V/def2-TZVPD" total_charge=0 e_above_lowest_kj_mol=366.22 smiles="CN(C)[C@H]1CC(=O)C(O)=C1O"
C 1.312 -0.091 -1.502
N 1.316 -0.278 0.031
C 2.530 -0.157 0.658
C 0.152 0.145 0.713
C -0.553 1.407 0.423
C -2.062 1.201 0.344
O -2.888 2.029 0.541
C -2.327 -0.257 0.021
O -3.527 -0.793 -0.254
C -1.248 -0.964 0.150
O -0.935 -2.220 -0.056
H 1.908 0.809 -1.668
H 1.577 -1.039 -2.102
H 0.202 0.090 -1.735
H 2.740 0.930 0.745
H 2.470 -0.445 1.782
H 3.208 -0.877 0.268
H 0.243 0.044 1.831
H -0.285 1.855 -0.484
H -0.410 2.200 1.209
H -3.437 -1.417 -0.932
H 0.015 -2.173 0.018

# 3
19
Properties=species:S:1:pos:R:3 method="wB97M-V/def2-TZVPD" total_charge=0 e_above_lowest_kj_mol=464.64 smiles="OC1C=C1.[H][H].C=CC"
O 0.555 -1.481 1.499
C 1.509 -1.567 0.474
C 1.371 -0.894 -0.839
C 2.283 -0.409 -0.045
H 0.103 -0.628 1.422
H 1.969 -2.551 0.551
H 0.873 -0.844 -1.796
H 3.061 0.326 0.107
H 0.946 1.488 1.806
H 1.582 1.139 1.650
C -1.311 1.392 0.616
C -1.120 1.010 -0.645
C -1.887 -0.090 -1.320
H -0.805 2.260 1.028
H -2.002 0.866 1.274
H -0.409 1.563 -1.260
H -2.674 0.352 -1.942
H -2.358 -0.754 -0.589
H -1.263 -0.699 -1.983

# 4
16
Properties=species:S:1:pos:R:3 method="wB97M-V/def2-TZVPD" total_charge=0 e_above_lowest_kj_mol=350.18
C 0.651 -0.548 -0.014
C -1.609 0.081 0.030
H 3.354 -0.289 -0.705
H 3.342 0.250 0.979
H 1.140 1.523 -1.002
H 0.958 -2.284 0.481
H -0.512 1.903 0.376
H -2.235 1.749 0.882
H -3.120 -1.318 -0.657
H -3.671 0.208 -0.463
N 2.958 0.621 -0.200
N 1.551 0.722 -0.214
N 1.486 -1.470 0.467
N -0.689 -0.695 -0.320
N -1.387 1.484 0.375
N -2.992 -0.510 -0.106

# 5
8
Properties=species:S:1:pos:R:3 method="wB97M-V/def2-TZVPD" total_charge=0 e_above_lowest_kj_mol=53.75 smiles="N#CC#CC(=O)S"
N -4.015 -0.238 0.133
C -2.820 -0.269 -0.036
C -1.375 -0.368 -0.158
C -0.236 -0.011 -0.255
C 1.201 0.365 -0.135
O 1.443 1.558 0.039
S 2.399 -0.914 0.012
H 3.404 -0.123 0.401

# 6
47
Properties=species:S:1:pos:R:3 method="wB97M-V/def2-TZVPD" total_charge=0 e_above_lowest_kj_mol=8.04 smiles="CN(CCc1ccccc1)[C@H]1CCCN(S(=O)(=O)CC(F)(F)F)C1"
C -0.775 -2.276 -0.217
N -1.108 -1.088 -0.973
C -2.499 -0.711 -0.888
C -3.010 -0.117 0.447
C -4.509 -0.086 0.436
C -5.193 1.035 -0.017
C -6.575 1.048 -0.067
C -7.294 -0.065 0.332
C -6.623 -1.190 0.782
C -5.241 -1.199 0.831
C -0.075 -0.073 -0.958
C -0.414 1.121 -1.856
C 0.788 2.059 -1.955
C 1.185 2.536 -0.558
N 1.393 1.428 0.342
S 2.891 1.086 0.876
O 3.606 2.315 1.017
O 2.794 0.184 1.974
C 3.784 0.196 -0.503
C 3.868 -1.278 -0.222
F 2.666 -1.823 0.010
F 4.652 -1.574 0.809
F 4.368 -1.955 -1.280
C 0.327 0.461 0.440
H -1.442 -3.080 -0.528
H -0.862 -2.155 0.870
H 0.248 -2.569 -0.443
H -2.725 -0.010 -1.694
H -3.073 -1.622 -1.087
H -2.656 -0.736 1.273
H -2.625 0.895 0.576
H -4.637 1.909 -0.328
H -7.092 1.929 -0.418
H -8.374 -0.056 0.295
H -7.179 -2.061 1.097
H -4.721 -2.078 1.186
H 0.815 -0.565 -1.378
H -1.254 1.675 -1.435
H -0.697 0.761 -2.846
H 0.538 2.925 -2.571
H 1.622 1.542 -2.432
H 2.109 3.113 -0.567
H 0.386 3.166 -0.149
H 4.783 0.622 -0.542
H 3.258 0.364 -1.438
H 0.692 -0.341 1.079
H -0.528 0.939 0.927

# 7
37
Properties=species:S:1:pos:R:3 method="wB97M-V/def2-TZVPD" total_charge=+1 e_above_lowest_kj_mol=499.14 smiles="C=C[C@@](NNCC)([NH2+]CC)C(C)C"
C -0.733 -1.995 -1.332
C -0.186 -0.770 -1.406
C -0.670 0.386 -0.088
N -0.744 -0.356 1.235
N 0.440 -0.790 1.903
C 0.777 -2.178 1.575
C 2.184 -2.288 2.097
N 0.354 1.461 0.129
C 1.331 1.893 -0.833
C 2.641 1.149 -0.660
C -2.051 0.961 -0.318
C -2.179 1.790 -1.620
C -3.224 0.000 -0.337
H -0.537 -2.682 -2.076
H -1.210 -2.277 -0.437
H 0.494 -0.317 -2.263
H -1.519 -0.937 1.129
H 0.178 -0.857 2.889
H 0.082 -2.935 1.905
H 0.818 -2.312 0.564
H 2.456 -3.317 2.043
H 2.951 -1.798 1.553
H 2.315 -1.850 3.005
H -0.197 2.203 0.494
H 0.771 0.952 0.949
H 1.643 2.964 -0.660
H 1.080 1.715 -1.850
H 2.870 0.252 -1.109
H 3.506 1.683 -0.997
H 2.981 1.085 0.376
H -2.142 1.471 0.722
H -1.751 2.743 -1.562
H -3.140 2.062 -1.907
H -1.754 1.312 -2.487
H -3.180 -0.843 0.379
H -3.450 -0.300 -1.370
H -4.024 0.679 0.039

# 8
84
Properties=species:S:1:pos:R:3 method="wB97M-V/def2-TZVPD" total_charge=0 total_energy_ha=-2114.93465 smiles="CCOCCN(C[C@@H](O)CN)S(=O)(=O)F.C1CCOC1.C1CCOC1.C1CCOC1.C1CCOC1"
C 0.734 -1.650 1.667
C 0.499 -3.141 0.949
O -0.075 -2.867 -0.381
C -1.060 -3.898 -0.773
C -2.625 -3.502 -0.380
N -2.760 -2.982 1.036
C -4.021 -3.458 1.721
C -3.999 -5.019 2.219
O -4.877 -5.905 1.386
C -2.492 -5.654 2.427
N -1.984 -5.122 3.760
S -2.979 -1.228 0.855
O -4.442 -0.854 0.418
O -2.630 -0.546 2.206
F -1.944 -0.535 -0.337
H 0.576 -0.816 0.853
H 1.801 -1.612 2.171
H -0.081 -1.450 2.502
H -0.223 -3.719 1.665
H 1.519 -3.750 0.907
H -0.698 -4.907 -0.287
H -0.971 -4.048 -1.943
H -3.051 -2.700 -1.155
H -3.283 -4.479 -0.575
H -5.006 -3.314 1.084
H -4.134 -2.795 2.707
H -4.504 -5.033 3.301
H -4.498 -5.997 0.462
H -2.638 -6.830 2.542
H -1.763 -5.484 1.527
H -1.997 -4.078 3.772
H -1.056 -5.521 4.020
C -1.375 3.301 0.946
C -0.088 3.325 0.163
C 0.925 2.903 1.205
O 0.244 2.032 2.118
C -1.165 2.116 1.863
H -2.267 3.204 0.323
H -1.467 4.219 1.538
H -0.129 2.582 -0.641
H 0.138 4.298 -0.282
H 1.293 3.763 1.774
H 1.783 2.382 0.769
H -1.473 1.182 1.381
H -1.705 2.215 2.809
C 4.483 6.813 2.038
C 3.675 5.560 2.259
C 4.577 4.494 1.678
O 5.926 4.944 1.863
C 5.896 6.321 2.263
H 4.208 7.636 2.702
H 4.366 7.152 1.002
H 3.540 5.391 3.334
H 2.688 5.586 1.791
H 4.409 4.375 0.602
H 4.444 3.522 2.162
H 6.168 6.366 3.324
H 6.635 6.888 1.689
C 3.963 1.309 -2.371
C 5.011 1.112 -1.306
C 4.266 0.291 -0.276
O 3.303 -0.497 -0.989
C 3.225 -0.012 -2.337
H 4.375 1.541 -3.356
H 3.287 2.122 -2.081
H 5.848 0.532 -1.712
H 5.407 2.047 -0.901
H 3.720 0.933 0.424
H 4.928 -0.365 0.296
H 3.706 -0.752 -2.986
H 2.177 0.084 -2.634
C -2.928 0.154 -4.125
C -3.854 0.102 -5.313
C -3.716 -1.337 -5.759
O -3.435 -2.112 -4.585
C -3.124 -1.215 -3.511
H -3.149 0.969 -3.431
H -1.892 0.265 -4.467
H -4.883 0.296 -4.989
H -3.602 0.818 -6.099
H -2.875 -1.461 -6.450
H -4.622 -1.715 -6.242
H -3.970 -1.219 -2.815
H -2.235 -1.568 -2.981

Please write out number 6 again, unchanged.
47
Properties=species:S:1:pos:R:3 method="wB97M-V/def2-TZVPD" total_charge=0 e_above_lowest_kj_mol=8.04 smiles="CN(CCc1ccccc1)[C@H]1CCCN(S(=O)(=O)CC(F)(F)F)C1"
C -0.775 -2.276 -0.217
N -1.108 -1.088 -0.973
C -2.499 -0.711 -0.888
C -3.010 -0.117 0.447
C -4.509 -0.086 0.436
C -5.193 1.035 -0.017
C -6.575 1.048 -0.067
C -7.294 -0.065 0.332
C -6.623 -1.190 0.782
C -5.241 -1.199 0.831
C -0.075 -0.073 -0.958
C -0.414 1.121 -1.856
C 0.788 2.059 -1.955
C 1.185 2.536 -0.558
N 1.393 1.428 0.342
S 2.891 1.086 0.876
O 3.606 2.315 1.017
O 2.794 0.184 1.974
C 3.784 0.196 -0.503
C 3.868 -1.278 -0.222
F 2.666 -1.823 0.010
F 4.652 -1.574 0.809
F 4.368 -1.955 -1.280
C 0.327 0.461 0.440
H -1.442 -3.080 -0.528
H -0.862 -2.155 0.870
H 0.248 -2.569 -0.443
H -2.725 -0.010 -1.694
H -3.073 -1.622 -1.087
H -2.656 -0.736 1.273
H -2.625 0.895 0.576
H -4.637 1.909 -0.328
H -7.092 1.929 -0.418
H -8.374 -0.056 0.295
H -7.179 -2.061 1.097
H -4.721 -2.078 1.186
H 0.815 -0.565 -1.378
H -1.254 1.675 -1.435
H -0.697 0.761 -2.846
H 0.538 2.925 -2.571
H 1.622 1.542 -2.432
H 2.109 3.113 -0.567
H 0.386 3.166 -0.149
H 4.783 0.622 -0.542
H 3.258 0.364 -1.438
H 0.692 -0.341 1.079
H -0.528 0.939 0.927

Repeat the third record exactly.
19
Properties=species:S:1:pos:R:3 method="wB97M-V/def2-TZVPD" total_charge=0 e_above_lowest_kj_mol=464.64 smiles="OC1C=C1.[H][H].C=CC"
O 0.555 -1.481 1.499
C 1.509 -1.567 0.474
C 1.371 -0.894 -0.839
C 2.283 -0.409 -0.045
H 0.103 -0.628 1.422
H 1.969 -2.551 0.551
H 0.873 -0.844 -1.796
H 3.061 0.326 0.107
H 0.946 1.488 1.806
H 1.582 1.139 1.650
C -1.311 1.392 0.616
C -1.120 1.010 -0.645
C -1.887 -0.090 -1.320
H -0.805 2.260 1.028
H -2.002 0.866 1.274
H -0.409 1.563 -1.260
H -2.674 0.352 -1.942
H -2.358 -0.754 -0.589
H -1.263 -0.699 -1.983